The ion C7H15N2O2 with charge +1 at a distorted geometry, computed with ωB97M-V/def2-TZVPD.

Atoms and positions in Å:
O -2.859 0.118 0.734
O 1.763 1.612 -0.764
N -0.153 0.559 0.612
N -2.136 -0.799 0.303
C -0.461 1.769 -0.166
C 1.322 -1.516 -0.882
C -0.781 -0.628 0.153
C 0.773 2.561 -0.350
C -0.345 0.667 2.103
C -0.914 -2.816 -0.924
C -0.151 -1.606 -0.565
H 1.705 -0.478 -0.981
H 0.700 3.242 -1.152
H 1.979 -2.181 -0.273
H 0.287 1.507 2.647
H 0.143 -0.264 2.588
H -1.246 -3.384 0.019
H -0.914 1.278 -1.075
H -0.309 -3.666 -1.437
H -1.861 -2.723 -1.483
H 1.146 3.048 0.503
H -1.395 0.641 2.422
H 2.672 2.045 -0.929
H 1.499 -1.817 -1.895
H 0.836 0.495 0.377
H -1.297 2.339 0.416

Forces on atoms 1 to 2 (eV/Å):
O 2.10 -1.23 -0.68
O 2.42 0.49 -0.37

Values from the calculation:
Calculated total energy in Ha: -535.31347
ΔE to the lowest compared entry with this formula, charge and spin in kcal per mole: 104.4
Spin multiplicity: 1
Molecular weight in g mol⁻¹: 159.2
Charge: +1
HOMO-LUMO gap in eV: 8.20

***

An isolated molecule of C4H6BrP at a distorted geometry, computed with ωB97M-V/def2-TZVPD.

Atoms and positions in Å:
Br -4.018 -0.191 -0.089
P -1.628 1.953 0.166
C -1.154 -0.839 0.122
C -2.072 0.332 0.140
C 0.194 1.366 -0.314
C 0.235 -0.203 -0.180
H -1.449 -1.503 -0.697
H -1.220 -1.346 1.039
H 0.745 -0.638 -1.096
H 0.398 1.643 -1.354
H 1.015 1.870 0.387
H 1.029 -0.386 0.544

Forces on atoms 1 to 2 (eV/Å):
Br 1.56 0.51 0.56
P 1.25 -1.48 -0.78

Values from the calculation:
Calculated total energy in Ha: -3071.32402
ΔE to the lowest compared entry with this formula, charge and spin in kcal per mole: 25.2
Spin multiplicity: 1
Molecular weight in g mol⁻¹: 165.0
HOMO-LUMO gap in eV: 8.97

***

A cluster of 2 separate species, C34H28F6N3 in total at a distorted geometry, computed with ωB97M-V/def2-TZVPD.

Atoms and positions in Å:
F -7.118 -0.497 -0.781
F 3.221 2.088 -4.957
F 3.269 4.154 -5.763
F -5.289 -1.078 -1.880
F -7.162 -2.223 -2.169
F 5.006 3.356 -4.643
N 3.398 2.944 -2.357
N 1.803 -3.180 1.668
N -5.033 -1.821 0.739
C 2.352 -2.660 3.938
C -3.032 -2.884 -0.206
C 3.063 3.864 -3.452
C -1.728 -2.819 -0.606
C 5.503 4.426 0.310
C -5.817 -0.659 4.190
C -6.024 -2.465 -0.142
C -5.498 -0.991 1.825
C 2.491 -0.526 -1.464
C 1.082 -0.451 -1.404
C -2.964 -0.551 0.400
C 4.564 3.257 -1.568
C 3.237 0.563 -1.809
C 4.407 3.977 -0.385
C 3.665 3.345 -4.761
C -1.010 -1.605 -0.554
C -6.251 1.135 2.667
C 6.774 4.140 -0.146
C -1.668 -0.473 -0.021
C -6.415 -1.525 -1.292
C -6.213 0.644 3.958
C 0.341 -1.580 -0.986
C 1.220 1.833 -2.183
C -5.893 0.329 1.611
C 2.620 1.775 -2.147
C 2.899 -4.774 3.077
C -5.455 -1.466 3.137
C 0.468 0.752 -1.827
C 1.821 -2.358 2.703
C 6.947 3.397 -1.298
C -3.682 -1.752 0.303
C 5.853 2.956 -2.006
C 2.907 -3.900 4.136
C 2.342 -4.368 1.884
H 5.975 2.409 -2.925
H 3.322 -5.760 3.180
H -5.616 -3.381 -0.568
H -5.776 -1.035 5.200
H 3.409 4.191 -0.045
H 7.630 4.507 0.394
H 0.860 -2.524 -0.996
H -5.115 -2.472 3.313
H -1.126 0.448 0.100
H 3.464 4.856 -3.240
H 1.382 -1.386 2.546
H 3.335 -4.177 5.087
H 2.964 -1.456 -1.202
H 7.942 3.179 -1.651
H -1.236 -3.693 -0.995
H -3.457 0.327 0.778
H 0.741 2.762 -2.436
H -5.895 0.704 0.602
H 2.332 -5.054 1.052
H 5.366 5.013 1.203
H 4.311 0.502 -1.816
H -6.559 2.152 2.487
H -3.568 -3.815 -0.270
H 1.986 3.964 -3.570
H -6.486 1.279 4.784
H 2.334 -1.936 4.737
H -6.918 -2.738 0.421
H -0.603 0.806 -1.908

Forces on atoms 1 to 2 (eV/Å):
F 0.05 -0.08 -1.12
F 0.54 0.33 -0.65

Values from the calculation:
Calculated total energy in Ha: -2075.66667
Spin multiplicity: 1
Molecular weight in g mol⁻¹: 592.6
Charge: +1
HOMO-LUMO gap in eV: 6.12

***

A structure of composition C21H35N3O2S at a distorted geometry, computed with ωB97M-V/def2-TZVPD.

Atoms and positions in Å:
S 5.846 -0.751 -2.021
O 6.648 1.619 1.200
O 1.020 3.581 -0.360
N -4.209 0.138 -1.031
N -0.532 0.002 1.228
N 1.847 -1.218 0.818
C 4.745 -0.787 0.239
C 4.460 -1.940 -1.391
C 5.793 -0.072 -0.354
C -2.006 -0.128 1.092
C 1.462 1.413 1.080
C -6.641 -0.462 -0.619
C 3.980 -1.713 -0.256
C 0.460 0.582 0.415
C 0.929 -2.188 1.689
C 6.768 1.030 0.122
C -2.595 0.914 0.639
C 2.907 -2.411 0.260
C 7.713 1.490 -0.776
C -2.118 -1.041 -0.208
C -5.558 -0.119 -1.529
C 0.002 -0.940 2.418
C -5.807 1.262 -2.097
C 1.803 2.613 0.097
C -4.001 0.858 0.356
C 1.163 -0.545 -0.347
C -3.675 -1.271 -0.337
H -6.450 -1.381 0.334
H 0.719 -0.291 3.056
H 0.188 3.142 -0.587
H -5.000 1.409 -2.723
H -1.709 -0.867 -1.131
H -6.841 0.357 0.310
H -4.531 0.501 1.217
H 4.174 -2.487 -2.400
H 4.500 -0.204 1.411
H 8.409 2.270 -0.130
H 8.351 0.644 -1.040
H 1.488 -2.508 2.352
H -0.757 -1.347 2.825
H -5.375 -0.953 -2.009
H 3.192 -3.049 1.032
H -6.644 1.290 -2.747
H -1.774 -2.075 -0.152
H -2.138 1.735 -0.273
H 2.341 0.846 1.540
H 2.349 -3.026 -0.442
H 0.854 2.147 1.708
H -4.163 -1.852 0.403
H -7.705 -0.468 -0.913
H 2.832 3.008 0.597
H -0.003 0.914 -0.310
H 0.647 -1.464 -0.990
H 7.245 1.783 -1.854
H -3.907 -1.901 -1.135
H 2.086 -0.114 -0.673
H -6.120 1.943 -1.406
H 2.497 2.098 -0.953
H -4.552 1.741 0.227
H 0.199 -2.754 1.138
H -2.230 -0.739 1.792
H -2.572 1.738 1.601

Forces on atoms 1 to 2 (eV/Å):
S -1.80 -1.55 2.57
O -0.38 -1.59 -0.78

Values from the calculation:
Calculated total energy in Ha: -1533.36612
ΔE to the lowest compared entry with this formula, charge and spin in kcal per mole: 466.2
Spin multiplicity: 1
Molecular weight in g mol⁻¹: 393.6
HOMO-LUMO gap in eV: 7.45

***

A structure of composition C62H70AsBrCsN5O8PSeSi at a distorted geometry, computed with ωB97M-V/def2-TZVPD.

Atoms and positions in Å:
Cs 0.480 -0.735 -0.118
Br -6.522 -4.541 0.740
Se 2.035 1.057 2.210
As -2.634 7.365 -1.562
P -1.091 3.199 -0.188
Si 1.546 -2.536 2.965
O 1.123 -1.217 2.215
O 0.220 -3.534 3.126
O -2.466 -1.183 0.625
O 2.675 -3.452 2.169
O 0.252 2.885 -2.901
O 2.178 -2.291 4.484
O -1.230 -2.485 -1.207
O 1.011 -1.609 -2.624
N 3.666 1.492 2.676
N 0.353 0.592 -2.466
N 2.357 0.948 0.509
N -0.937 -4.619 -2.672
N -2.413 -6.277 -2.626
C 2.547 -0.994 6.416
C 4.503 -4.117 0.846
C 1.593 3.860 0.017
C 1.471 5.330 2.358
C 0.317 4.767 1.826
C -4.147 9.574 -0.448
C 0.644 1.748 -3.143
C -2.520 8.686 1.074
C -6.845 5.236 -2.125
C 4.404 1.443 1.546
C 5.807 1.648 1.482
C 1.038 -0.438 -3.020
C 0.050 -4.991 1.218
C -2.908 9.622 2.031
C -0.016 -7.959 -4.914
C -1.460 -5.169 3.205
C 1.893 0.011 -4.215
C -1.185 -7.879 -4.175
C -4.318 -2.739 0.624
C 0.358 4.005 0.656
C 4.097 -3.369 2.108
C -2.029 2.797 2.484
C -6.023 5.484 -3.215
C -0.475 -5.652 -3.474
C 1.531 -1.848 5.672
C 4.539 -1.914 2.018
C 0.940 -5.838 3.406
C 3.674 1.168 0.345
C 1.153 -3.077 6.486
C -3.695 3.404 0.886
C -4.830 -3.938 0.120
C 0.284 -1.020 5.358
C -2.084 -5.022 -2.187
C 0.697 -5.743 -4.219
C -3.919 10.529 1.750
C 5.697 1.336 -0.927
C -4.680 3.268 1.857
C -3.095 -2.288 0.174
C -1.390 -6.705 -3.459
C 2.694 5.154 1.721
C 6.428 1.599 0.268
C -1.861 5.985 -0.401
C -5.218 6.255 -0.670
C -6.440 5.622 -0.851
C -3.141 8.648 -0.171
C -0.041 -4.875 2.739
C 4.691 -4.045 3.340
C -4.140 -4.686 -0.792
C -4.386 6.512 -1.761
C -3.038 -0.509 1.741
C -4.799 6.122 -3.031
C 4.348 1.124 -0.903
C -2.896 -4.230 -1.260
C -1.641 4.687 -1.166
C -2.383 -3.018 -0.807
C 0.913 -6.906 -4.935
C 2.749 4.426 0.541
C -4.538 10.505 0.504
C -2.345 3.193 1.181
C 1.598 1.496 -4.318
C -4.340 2.908 3.156
C -3.007 2.667 3.463
H 4.081 -1.441 1.145
H -2.538 4.387 -1.716
H 7.497 1.761 0.207
H -2.725 2.367 4.465
H 1.601 -0.567 -5.093
H -0.857 4.802 -1.916
H 4.243 -1.354 2.909
H -2.530 5.858 0.454
H 2.829 -0.132 5.806
H 0.893 -5.730 4.494
H -0.223 -5.997 0.884
H -4.639 9.560 -1.414
H 2.139 -0.638 7.367
H 6.358 1.845 2.394
H -1.528 -5.060 4.291
H -4.226 11.251 2.497
H -7.799 4.741 -2.265
H 2.939 -0.225 -4.006
H -3.990 3.682 -0.121
H 1.963 -5.632 3.082
H 4.062 -3.637 -0.031
H -0.467 -1.623 4.838
H 3.449 -1.580 6.615
H 1.413 5.908 3.273
H -1.899 -8.694 -4.159
H -0.623 4.921 2.342
H 1.816 -7.012 -5.524
H -4.877 -2.184 1.362
H 5.591 -4.126 0.734
H 2.472 2.141 -4.214
H -2.324 0.251 2.032
H -1.729 7.985 1.314
H -0.147 -0.638 6.288
H -4.909 6.547 0.328
H -2.157 -4.466 2.740
H 5.784 -4.000 3.307
H -6.330 5.180 -4.209
H 0.460 -3.697 5.911
H 4.385 -5.094 3.379
H 3.784 0.919 -1.806
H -5.327 11.212 0.276
H -7.078 5.427 0.005
H 0.187 -8.855 -5.488
H -3.235 -6.795 -2.377
H 1.403 -4.922 -4.222
H 0.673 -2.791 7.427
H -3.983 -0.033 1.470
H -5.104 2.812 3.918
H -0.763 -3.089 -1.845
H 4.144 -5.149 0.891
H 0.540 -0.177 4.711
H -1.756 -6.187 2.934
H -2.419 9.634 2.998
H 6.227 1.299 -1.871
H 5.625 -1.847 1.914
H -0.910 6.366 -0.030
H 2.046 -3.666 6.707
H -3.191 -1.200 2.574
H -4.565 -5.615 -1.149
H 3.697 4.271 0.038
H 4.341 -3.545 4.246
H 1.643 3.281 -0.899
H 1.064 -4.770 0.877
H 3.597 5.576 2.145
H 0.685 -6.869 3.146
H -5.717 3.444 1.595
H -0.634 -4.273 0.759
H -4.157 6.310 -3.883
H 1.088 1.780 -5.239
H -0.998 2.580 2.742

Forces on atoms 1 to 2 (eV/Å):
Cs -1.75 -0.71 -0.34
Br 0.03 0.01 0.00

Values from the calculation:
Calculated total energy in Ha: -11142.81404
ΔE to the lowest compared entry with this formula, charge and spin in kcal per mole: 49.7
Spin multiplicity: 1
Molecular weight in g mol⁻¹: 1439.0
Charge: -1
HOMO-LUMO gap in eV: 7.26

***

An isolated molecule of C2H6IPS at a distorted geometry, computed with ωB97M-V/def2-TZVPD.

Atoms and positions in Å:
I -2.699 0.732 0.052
S -0.925 -2.726 0.105
P -0.524 -0.422 0.110
C 0.461 0.016 -1.370
C 0.284 0.468 1.466
H 0.034 0.745 -2.041
H 0.403 1.509 0.961
H 1.619 0.280 -1.194
H 1.198 -0.102 1.648
H 0.549 -0.960 -2.004
H -0.398 0.460 2.265

Forces on atoms 1 to 2 (eV/Å):
I 0.56 -0.15 -0.20
S 0.90 4.15 0.25

Values from the calculation:
Calculated total energy in Ha: -1117.01321
ΔE to the lowest compared entry with this formula, charge and spin in kcal per mole: 25.8
Spin multiplicity: 1
Molecular weight in g mol⁻¹: 220.0
HOMO-LUMO gap in eV: 7.62